DFT (wB97M-V/def2-TZVPD) results for C26H21Cl2NO5PRu as an isolated structure in a non-equilibrium geometry.

## Properties
Net charge: +3
E_LUMO (alpha / beta) (eV): -13.34 / -13.33
HOMO energy (alpha / beta) (eV): -17.6 / -17.6
Gap between HOMO and LUMO (alpha / beta) (eV): 4.3 / 4.3

Each line ends with the Mulliken charge.
Positions of all 57 atoms, in Å:
1 Ru 1.652 -0.777 0.391  0.832
2 O 1.971 -0.713 2.412  -0.467
3 C 1.333 -1.323 3.273  -0.170
4 C 0.319 -2.330 3.016  0.558
5 C -0.231 -2.977 4.097  -0.514
6 C -1.154 -4.022 3.891  -0.320
7 C -1.529 -4.460 2.631  -0.579
8 C -0.988 -3.828 1.533  -0.526
9 C -0.073 -2.738 1.689  0.627
10 O 0.338 -2.184 0.598  -0.412
11 N -1.734 -4.682 5.095  1.021
12 O -2.460 -5.616 4.883  -0.535
13 O -1.416 -4.200 6.154  -0.551
14 H 1.575 -1.106 4.318  0.544
15 H 0.028 -2.720 5.119  0.581
16 H -2.228 -5.283 2.538  0.562
17 H -1.242 -4.127 0.524  0.557
18 Cl 3.809 0.237 0.404  0.173
19 C 4.775 0.455 -1.171  -0.316
20 Cl 4.160 1.757 -2.123  0.042
21 H 4.720 -0.497 -1.686  0.293
22 H 5.769 0.667 -0.789  0.405
23 O 0.538 0.716 0.641  -0.474
24 P -0.200 1.300 -0.683  2.610
25 C -1.848 1.704 -0.253  0.130
26 C -2.634 0.807 0.486  -0.392
27 C -3.940 1.139 0.788  -0.762
28 C -4.463 2.358 0.356  -0.559
29 C -3.687 3.248 -0.373  -0.795
30 C -2.373 2.929 -0.680  -0.483
31 C -0.028 -0.162 -1.719  0.523
32 C -1.082 -0.991 -2.049  -0.440
33 C -0.815 -2.234 -2.629  -0.683
34 C 0.490 -2.673 -2.822  -0.968
35 C 1.552 -1.838 -2.506  -0.521
36 C 1.314 -0.569 -1.951  -0.319
37 C 0.727 2.640 -1.345  0.504
38 C 1.294 3.575 -0.473  -0.561
39 C 1.957 4.669 -1.000  -0.850
40 C 2.039 4.833 -2.379  -0.478
41 C 1.466 3.907 -3.244  -0.889
42 C 0.806 2.803 -2.733  -0.253
43 H -2.219 -0.135 0.829  0.385
44 H -4.558 0.462 1.360  0.455
45 H -5.487 2.613 0.596  0.435
46 H -4.102 4.192 -0.698  0.454
47 H -1.763 3.625 -1.242  0.447
48 H -2.104 -0.680 -1.870  0.601
49 H -1.641 -2.866 -2.932  0.534
50 H 0.676 -3.641 -3.268  0.514
51 H 2.564 -2.144 -2.745  0.501
52 H 2.088 0.193 -2.011  0.150
53 H 1.213 3.452 0.600  0.476
54 H 2.401 5.402 -0.340  0.469
55 H 2.549 5.697 -2.785  0.460
56 H 1.528 4.052 -4.314  0.460
57 H 0.352 2.086 -3.408  0.516